# 1
Below is a 9-piece molecular cluster, C64H58F11N3O overall, with properties calculated with the ωB97M-V functional and the def2-TZVPD basis.

Element x y z (Å)
F -4.3863 -5.0240 -3.4833
F 11.9978 -0.2806 2.3970
F -5.6329 6.9332 3.2752
F 8.7527 -0.5356 -0.5517
F -4.6209 -1.3486 0.4822
F -6.9037 2.3232 -0.9541
F -3.9544 -3.5219 -5.1920
F 3.6889 -4.6580 -1.9534
F 1.1778 -2.2235 0.8242
F -9.0722 1.7970 2.0853
F -6.1366 -3.8224 -4.4117
O -4.6045 -1.3128 -3.4946
N 4.3665 -1.3225 -3.3056
N 6.9487 -2.8599 -1.4913
N -2.9630 0.8223 -2.8368
C -11.7451 -0.2477 0.7378
C 6.7178 1.2253 1.8784
C -12.5462 2.0047 1.0738
C -4.0135 -0.5161 2.6103
C 1.1223 -4.6901 3.4864
C -3.8317 8.3788 3.7435
C 2.2178 -0.2771 -4.4477
C -8.0467 5.6466 -1.8487
C -10.4924 0.1273 1.2131
C -5.6695 0.6132 3.9474
C -4.3960 7.3666 2.9835
C -2.4262 7.2450 1.6204
C -2.3679 0.0328 -1.7595
C -4.7552 -3.7528 -4.0328
C 2.2250 -0.9639 -1.8068
C -2.1960 1.2642 -3.9892
C -1.8471 8.2575 2.3815
C -5.1585 -0.3362 -2.5746
C -6.6195 0.4122 2.9481
C -10.2828 1.4355 1.6209
C -12.7701 0.6926 0.6660
C -6.5213 4.3911 0.1172
C -0.8838 -0.3962 -1.7653
C 3.4423 -7.9565 -0.4625
C 15.0429 0.1870 0.4864
C -4.5185 -2.6236 -2.8929
C 8.3938 0.1096 0.5744
C 2.4747 -4.7426 3.8120
C -0.6832 0.9069 -4.1310
C 1.4954 -0.4016 -3.0585
C 8.9620 0.9798 2.7339
C -0.0299 0.0659 -3.0055
C 3.6262 -6.5831 -0.5862
C 13.7115 -0.0816 0.7873
C 7.0907 0.5630 0.7127
C 14.1679 0.2854 3.1298
C -3.7060 6.7933 1.9267
C 9.3324 0.3081 1.5737
C -2.5478 8.8226 3.4438
C -4.9652 -0.7050 1.6210
C 3.0558 -8.1190 -2.8399
C -7.4740 6.3950 -0.8228
C 3.3908 -3.9451 3.1305
C -4.3670 0.1520 3.7784
C 15.5015 0.5431 2.8295
C 5.8001 -1.7741 -3.5462
C -6.2632 -0.2463 1.7759
C -7.0908 3.6573 -0.9113
C 15.9370 0.4965 1.5072
C 3.6930 -0.7828 -4.4877
C -4.4422 1.1223 -2.7066
C -6.7098 5.7690 0.1581
C -7.8494 4.2700 -1.8961
C 7.6550 1.4355 2.8867
C -11.2971 2.3775 1.5594
C 3.1600 -8.7235 -1.5906
C 13.2879 -0.0264 2.1056
C 0.6829 -3.8350 2.4811
C 1.6036 -3.0508 1.8059
C 3.7203 -1.4081 -2.0170
C 2.9530 -3.0979 2.1175
C 3.2288 -6.7440 -2.9624
C 6.1598 -2.9880 -2.5493
C 3.5151 -5.9919 -1.8345
H -0.1300 1.2743 -5.0541
H 13.8090 0.3251 4.1518
H -13.7457 0.4004 0.2911
H -4.8687 1.6811 -3.6041
H -0.3675 -3.7747 2.2204
H 4.2427 -0.7373 -5.4998
H -1.8804 6.8084 0.7905
H 5.6554 -3.9978 -2.7603
H 3.5194 -8.4288 0.5109
H -8.6451 6.1355 -2.6098
H -4.6026 1.7355 -1.7442
H -9.6802 -0.5887 1.2687
H 13.0034 -0.3329 0.0061
H -6.9867 -0.4046 0.9838
H 2.8173 -5.4065 4.5991
H -3.5290 -2.8191 -2.3303
H -5.9367 3.8855 0.8779
H 5.6989 1.5777 2.0007
H 5.7844 -2.2324 -4.6093
H -13.3444 2.7368 1.0134
H -5.3917 -2.7268 -2.1458
H 16.2006 0.7806 3.6241
H 3.1425 -6.2552 -3.9262
H -3.0060 -0.8899 2.4650
H 1.6714 0.1573 -5.3573
H 1.7313 -1.0679 -0.7785
H 7.3649 1.9561 3.7937
H -4.3948 8.8133 4.5611
H 15.3827 0.1551 -0.5433
H 3.0211 -9.7954 -1.4938
H 10.3424 -0.0606 1.4424
H -6.2868 -0.2689 -2.8132
H -6.2620 6.3535 0.9534
H -2.6585 1.8567 -4.8512
H 4.2613 -1.7988 -1.0951
H -8.2805 3.6721 -2.6911
H -7.6249 7.4692 -0.7889
H 9.6921 1.1480 3.5184
H -2.0938 9.6084 4.0381
H -7.6324 0.7680 3.0828
H 2.8400 -8.7183 -3.7180
H -11.1075 3.3923 1.8895
H -11.9225 -1.2706 0.4233
H -3.6275 0.3130 4.5556
H 0.4107 -5.3149 4.0154
H 6.3768 0.3973 -0.0872
H 16.9767 0.7019 1.2734
H -5.9470 1.1309 4.8599
H -0.3696 -1.0364 -0.9746
H 6.5184 -0.8831 -3.4619
H -3.0135 -0.3272 -0.8753
H 7.2813 -1.8675 -1.4766
H -4.1693 6.0008 1.3511
H -0.8470 8.6066 2.1449
H 3.6526 -2.4756 1.5705
H -5.0770 -0.6360 -1.4743
H 3.8547 -5.9710 0.2791
H 4.4437 -3.9843 3.3881

Results
* frontier orbital gap: 0.1465 Eh
* HOMO energy: -11.605 eV
* electronic energy: -103695.2191 eV
* total charge: +2

***

# 2
Below is C18H13N3O2SeV as an isolated structure, with properties calculated with the ωB97M-V functional and the def2-TZVPD basis.

Element x y z (Å)
Se -1.2447 0.8668 5.3230
V -2.0101 0.6294 0.7981
O -2.2502 2.3256 0.1090
O -1.8269 -0.9445 0.7515
N 0.5117 -0.1830 -0.2502
N -0.2941 0.7594 -0.0088
N -1.7808 1.0382 2.4921
C 3.1919 -4.4254 -0.8408
C 1.2773 -2.4546 -0.2926
C 1.2507 2.5139 -0.8471
C 1.3841 3.8440 -1.2108
C -0.9999 -1.9101 0.5151
C -1.2542 -3.2676 0.7119
C -1.0842 2.9467 -0.3286
C 0.3083 4.7153 -1.1258
C 1.9711 -4.8016 -0.3340
C 3.4725 -3.0767 -1.0775
C -0.9414 4.2700 -0.6957
C 0.2766 -1.4664 -0.0032
C -1.5550 0.9586 3.6673
C 0.0131 2.0619 -0.3852
C -0.2806 -4.2053 0.4379
C 2.5335 -2.1043 -0.8003
C 0.9834 -3.8314 -0.0587
C -3.4738 3.0456 0.0118
H -4.2682 2.3794 0.3702
H -0.4954 -5.2526 0.5965
H -1.7725 4.9560 -0.6562
H 0.4272 5.7499 -1.4044
H -3.4514 3.9384 0.6430
H 4.4326 -2.7976 -1.4882
H 3.9359 -5.1722 -1.0645
H 2.0826 1.8299 -0.9192
H 2.3368 4.2025 -1.5656
H -2.2285 -3.5570 1.0805
H 1.7500 -5.8428 -0.1463
H 2.7493 -1.0646 -0.9758
H -3.6771 3.3272 -1.0274

Results
* frontier orbital gap (spin up / spin down): 0.1927 / 0.1988 Eh
* HOMO energy (spin up / spin down): -14.373 / -14.403 eV
* electronic energy: -118457.9801 eV
* multiplicity: 2
* total charge: +2